# 1
98
Properties=species:S:1:pos:R:3 method="wB97M-V/def2-TZVPD" total_charge=+1 orbital_gap_ev=7.839 homo_ev=-10.79
C 3.119 -0.755 3.645
O 2.052 -0.959 2.732
C 2.456 -1.429 1.457
C 3.341 -0.492 0.665
C 2.664 0.831 0.288
C 2.904 1.990 1.264
C 1.851 2.225 2.334
C 0.516 2.816 1.820
C -0.630 1.878 2.129
C -2.037 2.430 1.839
N -2.840 1.187 2.094
C -2.168 0.233 1.163
C -2.640 -1.201 1.203
F -3.992 -1.235 1.179
F -2.141 -1.799 0.096
C -2.141 -2.002 2.463
F -1.871 -1.138 3.471
F -1.039 -2.721 2.164
F -3.113 -2.848 2.869
C -0.665 0.535 1.352
H 4.091 -0.959 3.213
H 3.082 0.258 4.026
H 2.991 -1.428 4.489
H 2.875 -2.431 1.535
H 1.533 -1.546 0.890
H 4.294 -0.300 1.148
H 3.581 -1.023 -0.253
H 3.086 1.136 -0.665
H 1.616 0.627 0.093
H 3.889 1.846 1.695
H 2.947 2.893 0.665
H 1.628 1.342 2.922
H 2.276 2.945 3.028
H 0.309 3.710 2.400
H 0.558 3.089 0.769
H -0.650 1.724 3.210
H -2.106 2.667 0.781
H -2.359 3.297 2.398
H -2.585 0.911 3.044
H -3.838 1.264 1.916
H -2.406 0.579 0.162
H -0.317 0.776 0.359
H -0.061 -0.197 1.869
N 2.811 4.883 -1.011
C 3.970 5.208 -1.580
C 4.247 6.464 -2.097
C 3.267 7.439 -2.020
C 2.055 7.121 -1.427
C 1.880 5.837 -0.943
H 4.710 4.415 -1.624
H 5.207 6.670 -2.550
H 3.444 8.431 -2.413
H 1.263 7.852 -1.344
H 0.948 5.544 -0.471
N -5.249 -4.505 -3.735
C -4.193 -3.912 -3.186
C -4.219 -3.277 -1.952
C -5.415 -3.260 -1.251
C -6.525 -3.872 -1.809
C -6.388 -4.478 -3.049
H -3.279 -3.950 -3.770
H -3.327 -2.820 -1.562
H -5.484 -2.780 -0.285
H -7.477 -3.883 -1.296
H -7.229 -4.973 -3.522
N -7.947 -10.426 -2.529
C -7.364 -9.567 -3.361
C -7.007 -8.275 -3.007
C -7.275 -7.852 -1.716
C -7.882 -8.732 -0.836
C -8.195 -10.004 -1.292
H -7.174 -9.940 -4.362
H -6.530 -7.620 -3.725
H -7.011 -6.850 -1.400
H -8.109 -8.442 0.181
H -8.669 -10.726 -0.636
N 0.511 4.550 -4.725
C -0.145 3.629 -5.427
C -0.067 2.267 -5.173
C 0.742 1.838 -4.133
C 1.434 2.783 -3.392
C 1.284 4.120 -3.728
H -0.763 4.006 -6.234
H -0.623 1.564 -5.778
H 0.835 0.782 -3.906
H 2.080 2.496 -2.572
H 1.802 4.885 -3.179
N 6.421 1.397 2.347
C 7.083 0.410 2.949
C 8.063 0.612 3.907
C 8.378 1.914 4.261
C 7.701 2.954 3.645
C 6.735 2.642 2.701
H 6.811 -0.594 2.640
H 8.567 -0.229 4.362
H 9.138 2.115 5.004
H 7.916 3.984 3.890
H 6.181 3.427 2.197

# 2
64
Properties=species:S:1:pos:R:3 method="wB97M-V/def2-TZVPD" spin_multiplicity=3 total_charge=-1 orbital_gap_ev="4.762 / 8.475" relative_energy_ev=1.495 homo_ev="-2.44 / -6.15"
Ti 0.018 1.516 -0.336
C 2.217 3.142 1.977
C 1.995 1.671 2.134
C 2.539 0.758 3.050
C 1.999 -0.469 2.709
C 2.222 -1.815 3.314
N 1.181 -0.286 1.662
N 1.182 1.033 1.307
B 0.381 -1.316 0.776
N 1.054 -1.223 -0.617
N 1.505 0.007 -0.997
C 2.523 -0.184 -1.823
C 3.370 0.924 -2.361
C 2.707 -1.569 -2.021
C 1.758 -2.187 -1.238
C 1.472 -3.640 -1.041
N -1.112 -0.853 0.813
N -1.242 0.507 0.949
C -2.155 0.736 1.884
C -2.366 2.058 2.547
C -2.728 -0.498 2.270
C -2.036 -1.461 1.591
C -2.182 -2.946 1.616
H 2.900 3.514 2.740
H 1.275 3.687 2.054
H 2.634 3.359 0.993
H 3.234 0.960 3.850
H 2.909 -1.734 4.155
H 2.646 -2.506 2.583
H 1.284 -2.245 3.669
H 0.471 -2.436 1.204
H 3.382 1.765 -1.671
H 2.981 1.285 -3.311
H 4.389 0.558 -2.501
H 3.441 -2.045 -2.655
H 1.867 -4.206 -1.884
H 0.398 -3.818 -0.973
H 1.933 -4.021 -0.126
H -1.486 2.685 2.431
H -2.550 1.885 3.611
H -3.215 2.576 2.107
H -3.534 -0.643 2.973
H -3.186 -3.209 1.946
H -1.464 -3.410 2.297
H -2.020 -3.364 0.621
O -3.152 3.747 -2.163
As -2.698 2.568 -0.947
O -4.009 2.495 0.030
O -1.214 3.032 -0.219
C -2.257 0.896 -1.796
C -3.149 -0.152 -1.714
C -2.806 -1.408 -2.203
C -1.560 -1.585 -2.838
C -0.660 -0.560 -2.956
C -0.930 0.702 -2.339
S 0.045 2.091 -2.959
O 0.898 1.576 -4.005
O -0.879 3.117 -3.403
O 0.866 2.566 -1.788
H -2.404 3.797 -2.789
H -4.119 0.030 -1.266
H -3.508 -2.230 -2.128
H -1.310 -2.550 -3.270
H 0.252 -0.675 -3.525

# 3
14
Properties=species:S:1:pos:R:3 method="wB97M-V/def2-TZVPD" spin_multiplicity=3 total_charge=0 orbital_gap_ev="6.168 / 7.171" relative_energy_ev=1.795 homo_ev="-5.18 / -9.47"
C -0.594 -1.577 0.913
C -0.218 -0.479 0.120
C -0.725 -2.304 1.991
C 1.107 1.092 -1.342
C -0.204 1.735 -1.089
C 0.381 0.807 -0.040
N -0.814 -1.442 -0.504
H -1.202 -3.267 1.965
H -0.361 -1.953 2.942
H 1.151 0.289 -2.062
H 2.006 1.686 -1.279
H -0.237 2.786 -0.846
H -1.063 1.375 -1.634
H 0.774 1.251 0.866